A cluster of 3 separate species, C37H74Cl2NO17P4S in total, computed with wB97M-V/def2-TZVPD.

Molar mass   1031.9 g/mol
LUMO   -3.677 eV
Total charge   +1

Cartesian coordinates (Å):
Cl  -7.559351  -1.528056  2.417300
Cl  -0.385796  3.138600  -3.822028
S  -3.845816  -0.396638  3.130874
P  3.206296  7.265647  2.110684
P  5.109713  -6.106515  -3.434014
P  -6.586820  -1.873708  0.530069
P  -6.423724  2.011512  -0.285665
O  -3.835590  0.978766  3.906481
O  1.547018  -2.052075  3.705501
O  3.906691  -5.219715  -3.029591
O  4.161299  -7.396288  -3.855469
O  -7.595983  -1.025571  -0.599530
O  -2.556955  3.301927  1.296455
O  4.083546  8.751037  1.980498
O  -4.726610  -1.341566  3.979157
O  -2.973331  -3.128840  -3.614139
O  2.421182  5.936266  2.227196
O  -1.395843  5.331858  0.764924
O  4.376359  6.799099  3.184886
O  5.419184  -6.537936  -1.858782
O  2.195806  8.044458  3.176336
O  1.418532  -2.438018  1.228764
O  -3.993200  -0.848176  -3.403798
O  6.453914  -7.097386  -3.885897
N  -4.480188  -0.020028  1.537037
C  4.278029  -5.643093  0.047775
C  6.975940  -8.177829  -3.124257
C  -4.757523  -1.180827  0.549845
C  6.354362  6.470698  1.839285
C  6.082474  -9.401172  -3.094932
C  1.624859  0.048105  2.262376
C  -2.866593  -1.785730  -3.414605
C  -1.043694  -5.135596  0.441136
C  -4.074617  2.400966  -1.642211
C  -1.293719  -1.250782  -3.225774
C  -2.771671  1.981454  -2.521941
C  4.320044  -7.519199  -6.261852
C  -4.469978  -0.322376  -0.864575
C  -2.500430  -2.794867  0.182503
C  -3.991157  -2.609085  0.770588
C  3.421692  -7.307512  -5.059960
C  -1.324977  3.976497  0.887353
C  -4.691633  1.295143  -0.627124
C  -4.896659  -1.027636  -2.272446
C  4.867280  9.443744  4.211404
C  -7.522748  1.968998  -1.892466
C  -6.361119  3.832731  0.337361
C  -2.496600  1.830817  1.077625
C  -4.032132  1.322276  0.911595
C  -2.115504  -1.082347  3.182867
C  -1.991335  3.412666  -2.902187
C  0.145731  3.313890  0.614044
C  0.988848  -3.817363  1.528490
C  5.324515  5.839289  2.754233
C  0.790969  7.935734  2.995375
C  5.481800  -5.521957  -0.867822
C  0.207829  7.090969  4.112681
C  -2.324061  -4.381384  -0.327159
C  1.505456  -1.610633  2.439943
C  0.402394  -4.440158  0.121997
C  2.961569  0.567445  1.796766
C  4.098995  9.788483  2.951801
H  2.656569  -8.088794  -5.032058
H  7.913421  -8.459975  -3.616516
H  0.227958  -3.891925  2.414804
H  -3.254802  -5.045869  -0.090462
H  -5.294568  4.007780  0.841512
H  0.388694  7.563656  5.083641
H  -1.915580  1.519164  0.106077
H  -1.000548  -0.421542  -4.004320
H  -4.669028  -3.428544  0.224071
H  -7.715504  3.079051  -2.285011
H  -0.549166  -2.182560  -3.248028
H  -3.186137  1.609654  -3.579109
H  0.204274  -3.519929  -0.606073
H  5.751412  -9.670913  -4.103481
H  -2.102264  -2.259391  3.374645
H  -8.295106  -1.656611  -0.983913
H  0.727013  0.760523  2.516578
H  -2.061283  1.184877  -2.042938
H  0.983369  4.031622  1.035762
H  -2.192974  -2.163831  -0.746252
H  -4.619598  2.074511  1.627224
H  -4.904621  2.786251  -2.406930
H  -3.793343  3.362377  -0.998894
H  5.189108  -9.227591  -2.487592
H  6.818614  7.338449  2.317286
H  5.006732  10.334631  4.831129
H  5.887281  6.824026  0.914689
H  -2.712228  3.931295  -3.701002
H  -1.063323  -6.287464  0.125804
H  -1.898924  1.403980  1.986158
H  -0.868975  6.955852  3.981932
H  -1.890855  4.134878  -1.986850
H  -6.591367  4.589913  -0.528018
H  4.275888  -4.850674  0.800720
H  0.299500  3.323962  -0.569136
H  4.872220  -8.459553  -6.173291
H  1.102444  -5.259024  -0.361860
H  0.262116  2.197179  0.950103
H  2.908721  -6.342842  -5.123886
H  0.369042  8.945919  3.037906
H  3.733671  -7.539391  -7.184671
H  3.340660  -5.591184  -0.516776
H  4.280476  -6.612813  0.556248
H  -1.351193  -5.137061  1.586210
H  -3.279348  -0.317658  -0.962337
H  4.823663  5.003175  2.256363
H  4.604818  10.634065  2.472289
H  -1.602565  -0.805698  2.144471
H  5.819473  5.445485  3.646717
H  5.540668  -4.526412  -1.319061
H  3.088352  10.143446  3.174997
H  7.135204  5.750383  1.579927
H  7.261562  -7.857384  -2.117804
H  -7.133275  3.905890  1.245571
H  -6.872078  1.455940  -2.751021
H  1.920099  -4.482292  1.835823
H  -5.477939  0.257953  1.795506
H  -2.081923  -4.375940  -1.495744
H  0.681214  6.103964  4.155151
H  -5.003896  -2.203009  -2.104857
H  -1.189447  -0.811999  -2.125243
H  5.851694  9.028424  3.970626
H  3.163663  1.700290  1.510577
H  0.545357  7.521092  2.012552
H  -5.961169  -0.641598  -2.606562
H  3.876073  -0.168211  1.742972
H  -1.504582  -0.489974  4.009884
H  4.332855  8.703169  4.813926
H  5.060641  -6.717032  -6.338833
H  -3.972285  -2.984859  1.904089
H  -1.611224  -2.665161  0.969130
H  6.614531  -10.254019  -2.662781
H  -8.545725  1.400371  -1.705740
H  6.400830  -5.673483  -0.290996

Force components x, y, z for each atom (eV/Å):
1.15 0.52 -1.37
-1.48 0.18 1.21
-1.58 1.87 10.57
-0.24 1.48 9.82
-3.01 -7.18 5.81
-2.56 -0.77 -0.78
-2.20 -1.07 1.00
0.46 -4.38 -4.34
-0.70 1.92 -8.06
2.72 2.37 -3.01
-0.05 0.57 -0.75
0.56 -1.23 0.89
2.91 -0.85 -1.88
-0.45 -2.08 -3.65
2.73 2.19 -4.56
-0.32 9.02 1.56
0.77 0.70 -4.60
-0.01 -9.11 0.83
0.29 -0.49 -0.86
0.83 0.74 -0.52
0.14 0.28 -1.30
-0.51 1.70 4.22
2.23 -1.76 1.47
-0.27 3.61 -2.08
-1.28 -0.19 -0.48
-0.27 -0.08 0.10
0.88 -0.59 0.73
-0.03 0.83 -1.92
0.15 0.06 -0.09
-0.61 0.12 0.11
4.50 0.30 -2.24
1.03 -6.36 -1.07
-1.40 -0.51 -0.27
1.09 0.51 -0.37
-0.50 -0.04 0.69
-0.12 1.26 -1.43
0.08 -0.05 -0.15
2.57 0.04 -1.23
1.42 -1.51 -0.32
0.45 -0.91 -0.17
-0.31 -0.25 -0.42
0.00 7.38 -0.24
0.68 0.51 1.03
-2.23 -1.51 0.54
-0.13 -0.58 0.23
0.62 0.61 -1.26
0.76 0.32 0.63
0.76 -1.03 -0.30
-0.28 3.15 0.61
1.92 -0.16 -1.41
-1.98 -0.21 -0.52
-0.41 -0.19 -1.01
0.83 -2.19 -0.50
0.49 -0.21 0.12
-0.56 -0.17 0.37
-0.25 0.02 0.48
-0.03 -0.18 0.18
1.31 -0.42 -0.17
0.54 -0.69 4.85
-1.08 0.31 0.69
-3.68 -1.40 1.35
-0.30 1.20 0.48
0.09 0.07 0.16
-0.13 0.31 -0.24
1.38 0.53 -1.79
1.52 1.44 -0.60
-2.23 -0.06 -1.30
-0.07 0.04 -0.16
-0.99 0.95 1.76
-0.68 -1.67 1.58
1.45 2.02 1.13
0.27 -2.42 0.96
-2.01 2.04 -0.31
1.21 0.35 2.51
0.67 -2.09 1.38
0.13 0.03 0.16
-0.35 2.78 -0.48
1.65 1.02 1.01
1.89 -1.77 -0.59
-1.37 1.66 -0.90
-2.01 -1.42 -0.53
-0.99 -0.83 1.80
1.26 -1.41 -1.72
1.69 -1.09 1.75
-0.67 -2.10 -1.15
0.12 -0.03 -0.11
-0.06 -0.16 -0.05
-0.07 0.04 -0.22
0.06 -0.02 -0.03
1.75 -0.97 1.87
0.11 2.61 0.57
-1.48 0.51 -1.56
0.05 0.05 0.01
0.28 -1.48 -1.75
0.57 -1.30 1.88
0.05 -0.04 0.01
-0.50 -0.02 2.46
-0.11 0.12 -0.01
-1.29 2.07 1.03
-0.24 2.29 -0.47
-0.04 -0.03 0.06
0.12 -0.04 -0.02
0.06 0.04 0.07
0.26 0.13 -0.06
0.11 0.14 -0.01
0.98 0.08 -2.18
-2.24 -0.23 0.40
-0.04 -0.02 0.07
0.01 -0.29 -0.30
-1.04 -0.83 2.17
-0.18 0.09 0.00
-0.12 -0.12 0.08
0.16 -0.26 0.02
-0.08 0.06 -0.01
-0.24 -0.01 -0.17
1.54 -0.15 -2.33
-1.64 0.90 1.79
-1.80 1.64 -0.46
0.70 -0.18 0.07
-0.84 -0.09 2.55
-0.07 0.15 -0.19
0.18 2.45 -0.20
-0.32 -0.67 -2.36
-0.15 0.14 0.01
-0.66 -2.59 1.02
0.00 -0.05 0.18
2.37 -0.74 0.58
-2.14 1.50 -0.12
-1.85 -1.16 -1.52
0.10 0.10 -0.09
-0.02 -0.01 -0.07
-0.39 1.18 -2.30
-2.21 0.03 -1.51
0.14 0.18 -0.06
2.43 1.24 -0.34
-0.04 -0.04 -0.10

Here are the Löwdin charges for atoms 1 to 2, given in e: 0.22, 0.45

=====

A cluster of 5 separate species, C37H74FN4O25P7S3 in total, computed with wB97M-V/def2-TZVPD.

Molar mass   1307.0 g/mol
LUMO   -2.024 eV
Total charge   0
SMILES string   [H]/N=C\C[C@](CCSc1nnco1)(O[C@@](C[C@H](C)OCc1ccccc1)([C@H](N=C=S)OCPP(=O)(O)O)P(CC)CC)S(=O)(=O)F.COP(=O)(OC)OC.COP(=O)(OC)OC.COP(=O)(OC)OC.COP(=O)(OC)OC

Cartesian coordinates (Å):
S  0.316888  -2.834948  -0.725641
S  3.897905  0.682291  1.244391
S  -3.100974  -3.875242  3.452373
P  -3.410247  0.104910  6.734876
P  1.227694  -3.542675  7.674263
P  -0.981964  1.781578  1.165796
P  -6.891163  2.643898  -6.207862
P  6.036297  3.620380  -2.403921
P  2.658100  -6.494034  -4.450465
P  -4.162546  -0.467412  4.769495
F  -1.072668  -3.582715  -0.487661
O  1.863485  -2.227148  8.534020
O  3.205504  -5.124080  -3.669007
O  2.745150  -6.053139  -5.875974
O  0.405544  -4.878077  7.107143
O  4.003312  -7.299959  -3.983662
O  5.844722  5.144519  -2.961290
O  3.991999  0.853225  3.890589
O  -6.757651  1.020602  -5.858761
O  6.144540  4.206902  -0.838350
O  -4.613000  0.436904  7.764107
O  -6.930710  4.104962  -7.032596
O  -3.056541  0.093796  2.311018
O  -2.422770  1.638693  -2.079870
O  2.592924  -4.381880  7.995360
O  -8.521781  2.573385  -6.328796
O  1.724676  -7.860319  -4.622999
O  0.200082  -2.106545  -1.958094
O  -2.409673  -0.866016  7.215431
O  1.270620  -3.901291  -0.895106
O  -2.618542  1.541498  6.544521
O  1.323377  -2.843039  6.341602
O  -6.460786  3.170210  -4.872623
O  4.734487  2.889522  -2.328317
O  0.252601  -0.452829  0.757574
O  6.630160  3.014281  -3.832670
N  3.683783  2.864247  2.982164
N  2.534269  -3.794809  3.032158
N  3.709155  2.973682  4.362797
N  -2.571475  -2.031981  1.450754
C  -7.721196  0.366748  -5.047578
C  -0.204807  2.055126  2.836848
C  2.262658  -4.038356  -3.554925
C  0.952100  -1.152468  8.768832
C  2.911508  -0.794788  1.730389
C  -2.598109  5.856698  -3.278414
C  3.856707  1.595348  2.771454
C  -2.501940  2.762184  0.848536
C  -3.021632  0.517222  3.652528
C  -1.514724  0.544986  -1.818684
C  2.280462  -9.057970  -5.139707
C  3.879148  1.807527  4.874213
C  -1.987062  3.524154  -3.484650
C  -9.116302  1.789396  -7.365956
C  6.116170  3.455703  -5.079591
C  -2.981416  4.506463  -3.285211
C  -0.286740  5.288477  -3.679356
C  6.985570  5.872167  -3.422104
C  6.545067  3.257085  0.162836
C  -1.947608  -0.199604  -0.533984
C  -2.430210  2.051324  -3.438624
C  -5.658873  4.634683  -7.446175
C  -1.972498  -0.716682  1.907006
C  -2.076451  4.201130  0.367081
C  3.969800  -8.086240  -2.791429
C  0.752197  -1.745475  0.689683
C  2.583914  -5.368586  9.031419
C  1.074921  -5.873636  6.347183
C  -0.667675  3.932697  -3.691219
C  -0.058806  1.018966  -1.952075
C  -2.961656  -2.761151  2.338512
C  -0.839463  3.209694  3.671965
C  2.295975  -1.480464  0.493986
C  0.659457  -2.601170  2.016486
C  -1.268341  6.263226  -3.451133
C  -1.114620  -0.086691  0.754744
C  1.662163  -3.760097  2.112832
H  6.774059  4.214190  -5.507474
H  -5.021849  4.822035  -6.580114
H  -5.840657  5.572753  -7.965566
H  2.450094  -2.967024  3.628620
H  2.745236  -3.223042  -3.023611
H  -4.277956  1.132783  8.352238
H  -3.345770  6.636264  -3.122971
H  0.153624  1.170741  -3.022597
H  2.107045  -0.394443  2.358699
H  -0.090705  1.140324  3.448459
H  -0.343698  -3.042376  2.145140
H  -4.034122  4.257694  -3.141861
H  1.574209  -5.578449  9.389304
H  2.329194  -0.734083  -0.320886
H  -9.869564  1.147034  -6.909363
H  0.112783  -1.504710  9.367814
H  -1.671707  1.354988  6.487238
H  -7.189542  -0.373732  -4.451251
H  6.746875  6.280992  -4.404231
H  2.846521  -2.350103  0.129472
H  -8.440224  -0.162945  -5.674659
H  1.963161  -5.484864  5.851641
H  -1.671107  2.866918  4.298463
H  1.472624  -0.367676  9.315012
H  -0.069829  3.653221  4.319800
H  2.955573  -8.201653  -2.404338
H  -5.492846  0.024113  4.660469
H  0.133735  1.989035  -1.477849
H  1.637219  -4.615505  1.429944
H  -1.219777  4.010526  3.025684
H  5.103835  3.846527  -4.991047
H  -2.953985  0.171225  -0.279060
H  5.829371  2.437984  0.217991
H  -0.989240  4.291299  0.467898
H  -2.438522  4.358512  -0.652832
H  1.341439  -6.717065  6.987149
H  0.697656  0.313296  -1.602037
H  0.801732  -1.950434  2.890058
H  6.116496  2.597190  -5.749801
H  -2.547677  4.962991  1.007427
H  -0.958370  7.305854  -3.415927
H  4.366958  -9.073440  -3.030315
H  -1.331056  -0.963264  2.768093
H  0.135748  3.216619  -3.867225
H  -3.432647  1.971808  -3.890258
H  -3.259967  2.326792  0.195938
H  7.185396  6.696320  -2.738340
H  6.576952  3.766779  1.123206
H  3.922160  1.492287  5.907522
H  0.826473  2.385927  2.641749
H  7.868349  5.236468  -3.513154
H  3.156604  -8.870734  -5.758325
H  -9.605805  2.450906  -8.079701
H  7.538419  2.867020  -0.061945
H  -3.370905  1.560442  3.671142
H  -1.679755  -0.150371  -2.661680
H  -2.125545  -1.250582  -0.804166
H  0.765132  5.535686  -3.814017
H  3.006800  -6.286087  8.621779
H  1.396596  -4.357083  -2.993655
H  -8.240361  1.059521  -4.387695
H  -1.751538  1.474472  -4.084132
H  2.537485  -9.733867  -4.321895
H  4.607960  -7.624282  -2.038869
H  -2.031457  0.525960  4.122578
H  0.369598  -6.232713  5.598467
H  -3.014042  2.936575  1.816062
H  3.564992  -1.477303  2.278536
H  -8.384004  1.161065  -7.876467
H  0.585636  -0.751016  7.822736
H  -5.161527  3.946573  -8.130024
H  1.508953  -9.538846  -5.739865
H  3.211423  -5.030106  9.854894
H  1.959180  -3.690881  -4.544506

Force components x, y, z for each atom (eV/Å):
0.93 -1.13 -3.86
-0.11 0.50 0.18
-0.40 0.68 -0.61
1.11 0.58 0.31
5.68 0.08 -6.20
1.90 0.19 -2.02
-4.50 1.80 6.19
-6.47 2.20 -2.03
5.17 -1.12 -4.63
-0.27 -1.58 -0.03
0.73 0.90 0.58
-2.45 -1.43 2.10
-2.74 -1.33 1.32
-0.84 0.13 0.95
-2.03 1.13 2.49
-0.56 0.06 0.28
0.54 -0.34 0.13
-0.07 0.52 0.71
2.12 0.41 -2.63
2.86 -1.37 -1.12
0.79 0.29 -0.92
1.65 -2.30 -2.06
0.69 -0.28 -0.09
0.05 -0.62 0.21
-0.55 0.03 0.73
0.30 -0.13 -0.59
-1.50 2.06 2.05
-0.95 0.72 1.19
-0.41 -0.10 -0.20
-0.56 0.18 2.17
-0.95 -0.32 0.08
-1.02 0.06 0.48
0.91 -0.21 -0.89
1.23 -0.26 0.35
-0.56 -0.78 -0.45
2.13 -0.64 2.43
0.16 -1.19 0.11
-0.12 -0.12 -0.12
0.05 0.42 1.04
-0.37 0.74 0.91
-0.54 -0.19 -0.02
-0.19 0.35 0.84
-0.05 0.27 -0.54
-0.20 0.35 -0.06
-0.09 0.05 0.21
-0.04 0.23 0.10
-0.23 -0.78 -1.09
-0.68 1.07 1.73
-0.93 1.44 0.66
0.31 -0.14 -0.79
0.34 -0.40 0.09
-0.07 0.00 -1.04
-0.90 0.10 -0.14
-0.17 0.17 0.20
-0.03 0.42 -0.37
1.00 0.58 -0.19
-0.90 -0.49 0.29
-0.26 0.14 0.02
-0.05 -0.14 0.26
0.06 0.09 -0.48
0.60 1.23 -0.46
0.19 0.25 0.11
0.18 -1.08 -0.36
-0.45 -0.68 0.33
0.26 0.04 -0.15
1.68 -0.82 2.12
0.24 0.00 -0.17
0.46 -0.44 0.13
0.39 0.41 -0.08
0.35 0.45 -0.46
1.05 -1.40 0.15
0.10 -0.32 -0.08
-0.20 1.10 -1.29
-1.02 -0.73 -0.50
0.41 -0.79 -0.16
-2.59 1.49 1.42
0.19 0.44 0.62
-0.09 0.03 0.01
-0.04 -0.05 0.02
-0.13 -0.04 0.03
0.10 -0.15 0.14
0.10 -0.13 0.03
-0.29 -0.06 0.16
0.06 -0.28 -0.02
-0.07 -0.16 0.28
0.34 -0.23 -0.01
-0.23 0.22 -0.19
0.19 0.19 -0.18
0.31 -0.15 -0.09
0.02 -0.05 0.04
0.00 -0.37 0.09
-0.01 0.01 -0.06
-0.06 0.25 0.03
-0.04 -0.03 0.18
0.19 0.11 -0.09
0.04 0.03 0.03
-0.13 0.00 0.45
-0.05 0.05 0.07
-0.06 0.10 0.03
0.15 0.12 -0.13
0.14 -0.14 0.01
-0.25 -0.14 -0.12
0.03 -0.01 0.07
0.54 0.68 0.08
-0.26 -0.36 0.12
-0.25 0.43 -0.04
0.13 -0.16 0.12
0.02 -0.04 0.10
0.33 -0.09 0.03
-0.02 -0.01 -0.08
-0.21 0.25 -0.43
0.52 0.05 0.07
0.08 0.02 -0.05
-0.38 0.01 0.03
0.09 -0.03 -0.39
0.03 -0.11 0.19
0.14 -0.22 -0.18
-0.34 -0.13 0.00
0.01 0.01 0.06
-0.08 0.29 -0.15
-0.38 -0.06 0.07
0.12 -0.06 0.47
0.52 -0.26 -0.05
0.07 -0.06 0.05
-0.06 0.13 -0.10
0.01 0.12 -0.21
-0.31 -0.28 -0.30
0.04 0.06 0.00
-0.04 0.09 0.02
0.08 0.00 -0.07
0.00 -0.03 0.14
0.24 -0.26 -0.16
0.09 -0.09 0.45
0.27 0.23 0.23
-0.28 0.07 0.01
0.00 0.00 0.05
-0.03 0.09 -0.03
0.09 0.06 -0.05
-0.09 -0.15 0.39
0.08 0.01 -0.06
-0.09 0.05 0.05
-0.10 -0.28 -0.29
-0.14 0.19 0.08
-0.01 -0.34 -0.32
-0.30 0.16 0.04
-0.05 -0.02 -0.05
-0.05 -0.08 0.00
0.04 0.11 -0.05
-0.09 0.20 0.02
-0.09 0.04 0.05
0.10 -0.07 -0.04

Here are the Löwdin charges for atoms 1 to 2, given in e: 0.73, 1.01

=====

F_max, record by record: 10.85, 8.41 eV Å⁻¹